Here is a molecular structure, C29H21BrF21GeNS2SbSi2V at a distorted geometry from the Open Molecules 2025 dataset. Energies are from the ωB97M-V functional and the def2-TZVPD basis.

Properties
* energy relative to the best compared isomer or geometry (same formula, charge and spin): 0.0 kJ/mol
* HOMO energy: -3.27 eV
* Kohn-Sham gap: 7.18 eV
* net charge: -2

CARTESIAN COORDINATES (ANGSTROEM)
1 V -0.35 -0.61 -0.03
2 C 1.95 -5.67 4.41
3 Si 0.75 -4.99 3.13
4 C -0.95 -4.89 3.93
5 C 0.73 -6.13 1.66
6 C 1.33 -3.26 2.68
7 C 2.42 -2.67 3.28
8 C 2.81 -1.37 2.98
9 C 2.09 -0.68 2.04
10 N 1.06 -1.24 1.40
11 C 0.64 -2.48 1.72
12 S -0.79 -2.89 0.85
13 H 1.63 -6.68 4.71
14 H 1.97 -5.05 5.31
15 H 2.96 -5.74 4.01
16 H -1.30 -5.88 4.22
17 H -1.67 -4.46 3.23
18 H -0.92 -4.26 4.82
19 H 0.44 -7.14 1.96
20 H 1.72 -6.17 1.20
21 H 0.04 -5.77 0.90
22 H 2.99 -3.23 4.02
23 H 3.64 -0.89 3.48
24 H 2.30 0.35 1.80
25 Br -2.05 -0.85 -1.67
26 F 1.09 -1.75 -1.43
27 Sb 2.54 -2.96 -1.90
28 F 3.00 -1.72 -3.25
29 F 3.64 -2.02 -0.68
30 F 3.98 -4.07 -2.40
31 F 2.05 -4.15 -0.53
32 F 1.38 -3.83 -3.10
33 C 0.37 1.34 -2.81
34 Si 0.92 1.51 -1.03
35 C 2.72 1.01 -0.95
36 C 0.86 3.35 -0.65
37 H 1.01 2.00 -3.41
38 H -0.67 1.62 -2.95
39 H 0.50 0.31 -3.16
40 H 3.27 1.84 -1.42
41 H 2.90 0.11 -1.54
42 H 3.14 0.86 0.04
43 H 1.53 3.88 -1.33
44 H 1.16 3.57 0.38
45 H -0.15 3.74 -0.79
46 F -3.70 6.35 3.23
47 C -3.28 6.16 4.50
48 C -2.45 5.10 4.80
49 C -2.08 5.02 6.13
50 F -1.25 4.06 6.57
51 C -2.51 5.91 7.09
52 F -2.11 5.79 8.37
53 C -3.34 6.96 6.74
54 F -3.75 7.84 7.67
55 C -3.73 7.09 5.42
56 F -4.53 8.11 5.07
57 Ge -2.09 3.80 3.20
58 S -0.59 1.19 0.85
59 C -0.60 2.65 4.08
60 C 0.74 2.55 3.77
61 F 1.32 3.35 2.84
62 C 1.59 1.62 4.35
63 F 2.90 1.57 4.01
64 C 1.10 0.73 5.28
65 F 1.91 -0.16 5.87
66 C -0.24 0.78 5.61
67 F -0.74 -0.08 6.51
68 C -1.05 1.72 5.00
69 F -2.34 1.74 5.38
70 C -0.88 5.22 2.31
71 C -1.11 5.55 0.99
72 F -2.06 4.91 0.28
73 C -0.41 6.53 0.31
74 F -0.66 6.81 -0.98
75 C 0.58 7.24 0.98
76 F 1.27 8.19 0.35
77 C 0.84 6.95 2.30
78 F 1.80 7.64 2.95
79 C 0.11 5.96 2.94
80 F 0.43 5.72 4.23

Atom charges from the Mulliken analysis, given in e for atoms 1 to 8: -0.362 -1.144 0.054 -1.012 -0.969 0.448 0.361 -1.911

***

Here is 6 unconnected molecules or ions with the total composition C15H42O6 at a distorted geometry from the Open Molecules 2025 dataset. Energies are from the ωB97M-V functional and the def2-TZVPD basis.

Properties
* energy relative to the best compared isomer or geometry (same formula, charge and spin): 191.6 kJ/mol
* HOMO energy: -9.58 eV
* Kohn-Sham gap: 10.16 eV
* net charge: 0
* SMILES: CC(C)O.CC(C)O.CC(C)O.CC(C)O.CC(C)O.O

CARTESIAN COORDINATES (ANGSTROEM)
1 O -0.31 -0.11 -0.62
2 H 0.43 -0.62 -0.27
3 H 0.08 0.73 -0.88
4 C -2.00 3.32 0.85
5 C -1.55 3.02 2.28
6 C -0.66 1.76 2.39
7 O -0.91 4.21 2.84
8 H -2.79 4.06 0.83
9 H -2.52 2.45 0.45
10 H -1.21 3.33 0.10
11 H -2.51 2.89 2.79
12 H -1.20 0.86 2.10
13 H -0.27 1.56 3.39
14 H 0.20 1.68 1.72
15 H -1.53 4.89 2.58
16 C -5.11 0.49 -0.88
17 C -3.68 0.07 -0.65
18 C -3.42 -1.40 -0.51
19 O -2.82 0.65 -1.58
20 H -5.42 -0.01 -1.79
21 H -5.17 1.58 -0.87
22 H -5.74 0.05 -0.11
23 H -3.42 0.54 0.30
24 H -2.40 -1.63 -0.21
25 H -3.57 -1.96 -1.44
26 H -4.09 -1.79 0.26
27 H -1.95 0.30 -1.39
28 C 2.99 1.52 0.31
29 C 3.24 2.02 -1.10
30 C 3.88 0.86 -1.91
31 O 1.97 2.37 -1.62
32 H 2.64 2.31 0.98
33 H 3.94 1.23 0.75
34 H 2.41 0.59 0.35
35 H 3.93 2.87 -1.07
36 H 4.92 0.76 -1.61
37 H 4.02 1.25 -2.92
38 H 3.26 -0.04 -1.92
39 H 1.82 3.32 -1.64
40 C 0.52 -2.43 -5.34
41 C 1.00 -1.68 -4.07
42 C 0.77 -2.51 -2.73
43 O 2.37 -1.42 -4.23
44 H -0.54 -2.62 -5.14
45 H 1.05 -3.37 -5.47
46 H 0.65 -1.86 -6.26
47 H 0.56 -0.69 -3.95
48 H 1.05 -3.55 -2.80
49 H -0.23 -2.37 -2.30
50 H 1.40 -2.11 -1.93
51 H 2.72 -2.02 -4.89
52 C 0.01 -1.78 4.90
53 C 1.27 -2.31 4.19
54 C 1.61 -1.57 2.89
55 O 2.40 -2.21 5.03
56 H -0.89 -1.94 4.31
57 H 0.03 -0.72 5.14
58 H -0.28 -2.26 5.84
59 H 1.09 -3.36 3.94
60 H 0.92 -1.79 2.07
61 H 2.57 -1.91 2.50
62 H 1.64 -0.48 2.91
63 H 2.82 -3.07 5.16

Atom charges from the Mulliken analysis, given in e for atoms 1 to 8: 0.064 -0.018 0.120 -0.822 0.490 -0.794 -0.554 0.427

***

Here is 2 unconnected molecules or ions with the total composition C4H7ClSi at a distorted geometry from the Open Molecules 2025 dataset. Energies are from the ωB97M-V functional and the def2-TZVPD basis.

Properties
* energy relative to the best compared isomer or geometry (same formula, charge and spin): 0.0 kJ/mol
* HOMO energy (alpha / beta): -5.94 / -9.92 eV
* Kohn-Sham gap (alpha / beta): 6.80 / 5.83 eV
* net charge: 0
* multiplicity: 3

CARTESIAN COORDINATES (ANGSTROEM)
1 C -1.06 0.24 1.14
2 C -0.43 0.50 0.13
3 C -1.98 -0.08 2.22
4 C 1.56 -0.52 -2.33
5 Si 0.63 0.84 -1.33
6 Cl -1.94 0.76 -2.81
7 H -2.88 0.55 2.43
8 H -2.33 -0.94 1.76
9 H -1.53 -0.21 3.21
10 H 2.52 -0.07 -2.44
11 H 1.47 -1.47 -1.81
12 H 1.32 -0.77 -3.30
13 H 0.70 2.24 -1.81

Atom charges from the Mulliken analysis, given in e for atoms 1 to 8: 0.562 -0.365 -1.070 -0.999 0.199 -0.066 0.297 0.272

***

Here is O2 in the gas phase at a distorted geometry from the Open Molecules 2025 dataset. Energies are from the ωB97M-V functional and the def2-TZVPD basis.

Properties
* energy relative to the best compared isomer or geometry (same formula, charge and spin): 137.5 kJ/mol
* HOMO energy: -11.54 eV
* Kohn-Sham gap: 7.73 eV
* net charge: 0
* SMILES: O=O

CARTESIAN COORDINATES (ANGSTROEM)
1 O 0.00 0.00 0.72
2 O 0.00 0.00 -0.72

For each atom in turn, the Mulliken charge in e is: 0.000 0.000

***

Here is 2 unconnected molecules or ions with the total composition C10H16O at a distorted geometry from the Open Molecules 2025 dataset. Energies are from the ωB97M-V functional and the def2-TZVPD basis.

Properties
* energy relative to the best compared isomer or geometry (same formula, charge and spin): 144.1 kJ/mol
* HOMO energy: -8.60 eV
* Kohn-Sham gap: 9.46 eV
* net charge: 0
* SMILES: CCc1ccc(O)cc1.CC

CARTESIAN COORDINATES (ANGSTROEM)
1 C -1.08 2.06 2.32
2 C -1.43 1.35 3.65
3 C -0.73 1.02 1.29
4 C 0.32 0.11 1.51
5 C -1.50 0.82 0.15
6 C 0.47 -1.03 0.76
7 C -1.40 -0.35 -0.60
8 C -0.38 -1.23 -0.33
9 O -0.23 -2.41 -1.07
10 H -1.87 2.74 2.03
11 H -0.17 2.63 2.51
12 H -1.96 0.43 3.46
13 H 1.04 0.44 2.26
14 H -2.45 1.33 0.14
15 H 1.25 -1.76 0.93
16 H -2.16 -0.72 -1.28
17 H -0.35 -3.14 -0.43
18 H -2.11 1.88 4.32
19 H -0.52 1.23 4.24
20 C 2.96 -0.26 -4.05
21 C 1.99 -0.22 -2.83
22 H 3.76 0.46 -3.96
23 H 3.40 -1.25 -4.07
24 H 2.41 -0.11 -4.97
25 H 2.25 -1.00 -2.12
26 H 0.98 -0.32 -3.18
27 H 2.12 0.71 -2.30

Atom charges from the Mulliken analysis, given in e for atoms 1 to 8: -0.752 -1.055 0.456 -0.494 -0.528 -0.323 -0.472 0.340